{"formula": "C20H18Br4F6N3O5SbSe2Te2Ti", "method": "the ωB97M-V functional and the def2-TZVPD basis", "orbital_gap_ev": 5.832, "charge": -2, "lumo_ha": 0.1339, "homo_ev": -2.189, "species": ["Ti", "Br", "C", "C", "Br", "C", "Br", "C", "O", "C", "O", "C", "Br", "Se", "Te", "Te", "Se", "F", "Sb", "F", "F", "F", "F", "F", "O", "C", "C", "C", "C", "C", "C", "C", "O", "O", "H", "H", "H", "H", "H", "C", "C", "N", "C", "N", "C", "C", "C", "N", "C", "H", "H", "H", "H", "H", "H", "H", "H", "H", "H", "H", "H", "H"], "positions_angstrom": [[1.355, -2.371, -0.699], [0.750, 2.644, -5.468], [1.414, 1.277, -4.340], [2.742, 0.874, -4.429], [3.903, 1.642, -5.710], [3.230, -0.119, -3.567], [5.018, -0.709, -3.582], [2.383, -0.679, -2.635], [2.724, -1.591, -1.726], [1.018, -0.334, -2.593], [0.307, -1.039, -1.755], [0.547, 0.675, -3.423], [-1.272, 1.125, -3.236], [-1.353, -2.569, 0.592], [-3.710, -3.308, 0.958], [-1.182, -4.260, 4.116], [0.112, -3.554, 2.206], [0.653, -3.751, -1.674], [2.664, -5.842, -1.127], [0.514, -5.138, 1.422], [2.652, -3.383, 0.184], [4.214, -5.693, -0.028], [3.320, -4.643, -2.443], [3.553, -7.320, -1.994], [3.180, -1.855, 2.803], [3.194, -0.533, 3.048], [3.733, -0.142, 4.276], [3.801, 1.193, 4.621], [3.350, 2.174, 3.743], [2.832, 1.786, 2.521], [2.732, 0.446, 2.159], [2.136, 0.130, 0.813], [2.212, 0.923, -0.101], [1.516, -1.026, 0.775], [2.793, -2.037, 1.929], [4.085, -0.918, 4.943], [4.213, 1.472, 5.584], [3.411, 3.222, 4.007], [2.487, 2.517, 1.800], [-5.766, 1.808, -0.893], [-5.260, 0.559, -1.596], [-3.954, 0.197, -1.097], [-3.166, 0.952, -0.254], [-2.155, 0.393, 0.280], [-1.265, 1.161, 1.118], [-1.915, 2.413, 1.695], [-2.604, 3.160, 0.563], [-3.558, 2.273, -0.069], [-4.633, 2.822, -0.857], [-6.035, 1.565, 0.138], [-6.645, 2.206, -1.402], [-5.215, 0.753, -2.676], [-5.952, -0.274, -1.444], [-3.719, -0.784, -1.043], [-0.381, 1.445, 0.531], [-0.901, 0.510, 1.918], [-1.168, 3.052, 2.175], [-2.663, 2.135, 2.442], [-1.851, 3.519, -0.155], [-3.151, 4.033, 0.932], [-4.317, 3.062, -1.886], [-4.954, 3.757, -0.390]], "atomic_forces_ev_per_a": [[0.19, 1.54, -1.07], [0.00, 0.00, -0.01], [0.02, 0.04, -0.04], [-0.02, 0.00, 0.00], [0.01, 0.02, 0.00], [0.01, 0.07, 0.14], [0.00, 0.01, 0.01], [-0.07, 0.00, -0.04], [-0.27, -0.51, 0.05], [-0.02, 0.02, -0.12], [0.34, -0.44, 0.34], [-0.02, -0.11, 0.07], [0.00, 0.02, -0.03], [0.33, 0.15, 0.71], [0.22, -0.09, -0.16], [-0.08, -0.01, 0.09], [-0.45, -0.03, 0.03], [0.41, 0.14, 0.46], [0.45, 0.28, 0.24], [0.06, -0.15, -0.10], [-0.64, -0.04, -0.32], [-0.09, -0.04, 0.04], [0.00, -0.09, -0.01], [-0.21, -0.12, -0.14], [0.12, -0.02, -0.03], [-0.06, -0.02, 0.03], [-0.02, 0.01, 0.02], [0.01, 0.00, 0.01], [0.01, 0.00, -0.01], [0.02, 0.01, -0.02], [-0.02, 0.03, -0.04], [-0.10, 0.10, 0.15], [-0.07, -0.04, -0.03], [0.07, -0.77, -0.20], [-0.10, 0.03, 0.03], [0.00, 0.00, 0.00], [0.00, 0.00, 0.00], [-0.01, 0.00, 0.01], [0.00, 0.00, 0.00], [0.05, -0.02, 0.02], [0.02, 0.03, 0.03], [-0.01, -0.05, -0.04], [-0.02, -0.02, 0.07], [-0.05, 0.02, -0.08], [0.09, 0.02, -0.08], [0.01, 0.00, -0.04], [0.02, 0.01, -0.03], [-0.03, 0.01, 0.08], [0.03, -0.02, -0.06], [-0.06, 0.02, -0.01], [0.02, 0.01, -0.04], [-0.03, -0.01, 0.00], [0.01, -0.01, 0.00], [-0.02, -0.01, 0.04], [0.00, -0.02, 0.02], [-0.02, 0.01, 0.01], [0.00, 0.00, 0.01], [0.00, 0.01, 0.01], [-0.01, 0.00, -0.01], [0.00, 0.00, 0.01], [-0.01, 0.03, 0.00], [0.00, -0.01, 0.02]]}

---

{"formula": "C20H18BrClCrF3IN3O4S", "method": "the ωB97M-V functional and the def2-TZVPD basis", "multiplicity": 5, "orbital_gap_ev": [6.245, 6.587], "charge": -1, "lumo_ha": [0.0698, 0.0698], "homo_ev": [-4.346, -4.689], "species": ["Cr", "Br", "C", "C", "C", "C", "C", "C", "C", "C", "C", "C", "H", "H", "H", "H", "H", "H", "O", "Cl", "O", "O", "O", "F", "C", "F", "F", "I", "C", "C", "C", "C", "N", "C", "H", "H", "H", "H", "S", "C", "N", "C", "C", "C", "N", "H", "H", "H", "H", "H", "H", "H", "H"], "positions_angstrom": [[1.356, 0.963, 0.830], [-1.274, -0.220, 1.855], [-0.400, -1.789, 2.484], [-1.180, -2.714, 3.113], [-0.605, -3.901, 3.613], [0.733, -4.111, 3.463], [1.553, -3.157, 2.811], [2.938, -3.394, 2.667], [3.727, -2.477, 2.035], [3.148, -1.293, 1.538], [1.818, -0.971, 1.638], [1.006, -1.943, 2.288], [-2.239, -2.531, 3.229], [-1.232, -4.629, 4.113], [1.198, -5.015, 3.842], [3.356, -4.312, 3.063], [4.792, -2.657, 1.913], [4.884, -0.567, 1.077], [2.561, 0.886, -3.254], [2.882, 0.623, -1.843], [3.961, -0.377, 0.889], [1.585, 0.204, -1.195], [3.231, 1.910, -1.193], [2.489, 1.279, 3.634], [1.757, 1.955, 2.681], [0.657, 2.407, 3.396], [2.499, 3.114, 2.482], [-0.883, 0.957, -5.912], [-1.765, 0.614, -4.050], [-3.134, 0.751, -3.896], [-3.675, 0.521, -2.641], [-2.821, 0.152, -1.610], [-1.509, 0.030, -1.762], [-0.977, 0.265, -2.958], [-3.759, 1.039, -4.731], [-4.739, 0.619, -2.468], [-3.200, -0.052, -0.614], [0.102, 0.187, -3.028], [-0.229, 2.917, 0.298], [-0.195, 3.338, -1.344], [-1.345, 3.716, -1.942], [-1.477, 4.122, -3.331], [-0.137, 4.617, -3.852], [0.944, 3.613, -3.493], [0.923, 3.376, -2.060], [-2.165, 3.598, -1.373], [-2.229, 4.911, -3.393], [-1.826, 3.281, -3.939], [0.098, 5.585, -3.403], [-0.190, 4.744, -4.934], [1.935, 3.980, -3.755], [0.799, 2.673, -4.031], [1.761, 2.992, -1.625]], "atomic_forces_ev_per_a": [[-0.05, -0.21, 0.08], [0.06, -0.03, 0.00], [-0.06, 0.01, 0.01], [-0.01, 0.03, -0.02], [0.02, -0.01, 0.00], [0.00, 0.01, -0.01], [-0.01, 0.03, -0.02], [-0.02, -0.02, 0.02], [0.00, 0.04, -0.02], [-0.01, -0.04, 0.03], [-0.03, 0.13, -0.07], [0.06, -0.03, 0.01], [0.00, 0.00, 0.00], [0.01, -0.01, 0.00], [-0.01, 0.00, 0.00], [0.02, 0.01, -0.01], [0.00, -0.01, 0.01], [0.01, 0.00, 0.00], [0.00, -0.05, 0.00], [-0.04, 0.06, 0.00], [-0.01, 0.02, -0.02], [-0.02, 0.05, 0.07], [0.06, 0.00, -0.05], [0.01, 0.00, 0.00], [-0.03, 0.02, 0.02], [0.00, 0.00, -0.01], [0.00, 0.00, 0.02], [-0.01, -0.04, -0.03], [0.01, -0.01, 0.06], [-0.03, 0.03, -0.02], [0.01, -0.01, 0.01], [0.03, 0.02, -0.01], [0.07, -0.02, -0.01], [-0.05, 0.04, -0.01], [-0.01, -0.02, 0.00], [0.00, 0.00, 0.00], [-0.01, 0.01, 0.00], [0.01, -0.03, -0.03], [0.03, -0.04, 0.08], [0.04, 0.12, -0.17], [-0.03, -0.03, 0.03], [0.03, -0.02, -0.03], [-0.02, 0.02, 0.04], [-0.01, -0.05, 0.03], [-0.08, -0.04, 0.01], [-0.01, 0.01, -0.01], [-0.01, 0.00, 0.01], [0.01, 0.04, 0.00], [0.00, 0.00, -0.01], [0.00, 0.00, -0.01], [0.00, 0.01, 0.00], [0.01, 0.01, 0.00], [0.04, 0.02, 0.02]]}

---

{"formula": "C20H18BrIN2O4SbSe5Y", "method": "the ωB97M-V functional and the def2-TZVPD basis", "orbital_gap_ev": 6.130, "charge": -2, "lumo_ha": 0.1294, "homo_ev": -2.609, "species": ["Y", "Se", "Sb", "Se", "Se", "Se", "O", "C", "O", "C", "C", "N", "N", "C", "C", "O", "O", "H", "H", "H", "C", "C", "C", "C", "C", "C", "Se", "C", "C", "C", "H", "H", "H", "H", "H", "H", "H", "H", "H", "H", "H", "Br", "C", "C", "C", "C", "C", "C", "I", "H", "H", "H", "H"], "positions_angstrom": [[-1.944, -0.089, -1.839], [-0.858, -0.734, -4.609], [-3.200, -1.444, -4.236], [-4.094, 0.716, -3.322], [-2.771, -2.705, -2.058], [-4.494, -2.642, -5.865], [-5.226, 2.492, 2.771], [-5.712, 1.284, 2.578], [-6.664, 0.865, 3.203], [-5.041, 0.452, 1.551], [-5.378, -0.852, 1.241], [-4.532, -1.264, 0.292], [-3.667, -0.319, -0.046], [-3.957, 0.741, 0.689], [-3.116, 1.974, 0.425], [-3.219, 2.941, 1.210], [-2.360, 1.892, -0.569], [-4.439, 2.691, 2.177], [-6.160, -1.475, 1.639], [-4.481, -2.130, -0.245], [4.012, -4.535, -1.771], [3.113, -3.382, -1.402], [3.266, -2.131, -1.982], [2.431, -1.065, -1.666], [2.621, 0.247, -2.372], [1.409, -1.250, -0.717], [0.288, 0.253, -0.245], [1.230, -2.510, -0.130], [0.145, -2.807, 0.870], [2.088, -3.549, -0.485], [4.755, -4.229, -2.509], [3.437, -5.361, -2.194], [4.541, -4.913, -0.892], [4.046, -1.983, -2.725], [3.465, 0.195, -3.064], [2.789, 1.059, -1.663], [1.724, 0.506, -2.938], [-0.588, -2.007, 0.917], [0.568, -2.931, 1.872], [-0.369, -3.732, 0.603], [1.932, -4.528, -0.037], [1.208, 6.149, 3.729], [2.210, 4.779, 2.878], [3.574, 4.736, 3.134], [4.356, 3.763, 2.537], [3.767, 2.839, 1.683], [2.408, 2.888, 1.433], [1.600, 3.858, 2.028], [-0.454, 3.813, 1.606], [4.007, 5.468, 3.802], [5.419, 3.729, 2.739], [4.367, 2.073, 1.207], [1.947, 2.164, 0.769]], "atomic_forces_ev_per_a": [[0.47, 0.83, 0.76], [-0.04, 0.09, 0.30], [-0.32, -0.39, -0.52], [-0.59, 0.03, -0.50], [-0.17, -0.58, -0.20], [0.05, 0.05, 0.02], [-0.11, 0.16, 0.17], [-0.20, -0.21, -0.08], [0.06, -0.01, 0.01], [0.18, 0.13, -0.07], [-0.12, 0.03, 0.09], [-0.03, -0.22, -0.02], [0.12, 0.33, -0.03], [0.17, 0.15, 0.02], [-0.18, -0.41, 0.16], [-0.18, 0.06, -0.08], [0.16, -0.12, -0.20], [0.19, 0.07, -0.06], [0.03, 0.00, -0.02], [0.04, 0.05, -0.02], [-0.04, 0.07, 0.03], [0.02, -0.05, -0.01], [0.00, 0.02, -0.03], [-0.03, -0.11, 0.06], [0.03, -0.03, -0.03], [-0.09, 0.13, -0.11], [0.46, -0.06, 0.23], [0.07, -0.04, -0.05], [-0.03, -0.02, 0.03], [-0.01, 0.00, 0.00], [0.00, -0.01, 0.01], [0.02, 0.00, 0.01], [0.01, -0.03, -0.03], [-0.02, 0.00, 0.02], [-0.01, -0.02, 0.03], [-0.01, 0.03, 0.00], [-0.01, 0.02, 0.01], [0.00, 0.00, -0.01], [0.00, 0.01, -0.01], [0.02, -0.01, 0.00], [-0.01, 0.03, 0.00], [0.03, 0.02, 0.03], [-0.14, -0.10, -0.11], [-0.03, 0.06, 0.03], [-0.02, -0.04, -0.03], [0.10, 0.05, 0.05], [-0.16, -0.03, -0.11], [0.01, 0.18, 0.10], [0.29, -0.05, 0.08], [0.02, -0.02, -0.01], [0.00, 0.00, 0.00], [-0.01, -0.02, -0.01], [0.03, 0.01, 0.06]]}

---

{"formula": "C20H18F2IN2PS2", "method": "the ωB97M-V functional and the def2-TZVPD basis", "orbital_gap_ev": 6.293, "smiles": "CP(C)c1c(I)cc(S)c2nsnc12.Fc1ccccc1.Fc1ccccc1", "charge": 0, "lumo_ha": -0.0611, "homo_ev": -7.957, "species": ["C", "P", "C", "C", "C", "I", "C", "C", "S", "C", "N", "S", "N", "C", "H", "H", "H", "H", "H", "H", "H", "H", "F", "C", "C", "C", "C", "C", "C", "H", "H", "H", "H", "H", "F", "C", "C", "C", "C", "C", "C", "H", "H", "H", "H", "H"], "positions_angstrom": [[2.067, 1.493, -0.788], [2.452, -0.416, -0.758], [0.845, -1.409, -1.037], [3.194, -0.695, 0.992], [4.766, -1.230, 1.047], [5.797, -1.620, -0.894], [5.557, -1.469, 2.483], [4.739, -1.170, 3.910], [5.525, -1.366, 5.612], [3.168, -0.672, 3.807], [2.250, -0.383, 5.007], [0.741, 0.160, 4.293], [0.913, 0.094, 2.534], [2.358, -0.411, 2.404], [2.647, 2.041, 0.097], [2.509, 1.876, -1.804], [0.925, 1.716, -0.639], [0.624, -1.384, -2.208], [0.892, -2.538, -0.731], [-0.114, -0.958, -0.517], [6.677, -1.821, 2.456], [6.868, -1.764, 5.436], [-2.680, -0.525, -0.846], [-3.151, -1.773, -0.723], [-4.237, -2.015, 0.111], [-4.730, -3.313, 0.236], [-4.125, -4.358, -0.467], [-3.033, -4.106, -1.297], [-2.546, -2.805, -1.431], [-4.688, -1.192, 0.656], [-5.584, -3.512, 0.880], [-4.508, -5.371, -0.365], [-2.561, -4.921, -1.840], [-1.703, -2.590, -2.079], [-0.318, 3.428, 0.198], [-1.064, 3.729, -0.873], [-1.852, 2.743, -1.457], [-2.633, 3.057, -2.569], [-2.608, 4.351, -3.093], [-1.810, 5.333, -2.503], [-1.038, 5.021, -1.384], [-1.852, 1.740, -1.041], [-3.258, 2.295, -3.028], [-3.214, 4.595, -3.963], [-1.789, 6.339, -2.915], [-0.418, 5.774, -0.908]], "atomic_forces_ev_per_a": [[-0.19, 0.47, 0.71], [0.75, 0.27, 0.36], [-2.04, -0.08, -0.09], [2.01, -0.95, 2.47], [-3.50, 1.21, 3.31], [-0.76, 0.31, 2.13], [-4.01, 1.44, 1.00], [0.32, -0.22, -4.65], [-0.40, 0.08, -1.57], [-2.01, 0.60, 0.58], [0.76, 0.03, -6.17], [3.36, -1.30, -1.83], [6.09, -2.13, 3.18], [0.98, -0.14, 0.38], [-1.21, -1.33, -1.91], [-1.14, -0.64, 1.96], [2.34, -0.37, -0.52], [0.67, 0.05, 2.47], [0.30, 2.20, -0.49], [1.91, -0.85, -0.92], [-2.56, 0.81, 0.24], [-1.58, 0.45, -0.68], [0.10, 0.30, -0.04], [-0.45, -1.18, 0.12], [0.02, 0.09, 0.00], [0.38, -0.04, -0.30], [-0.01, 0.06, 0.03], [-0.26, 0.25, 0.25], [0.04, 0.09, -0.02], [0.07, -0.05, -0.08], [0.17, 0.08, -0.10], [0.08, 0.20, -0.02], [-0.07, 0.18, 0.08], [-0.08, 0.02, 0.09], [0.05, 0.03, 0.24], [-0.66, 0.29, -0.92], [0.06, -0.07, 0.09], [0.24, 0.41, 0.10], [0.01, -0.06, 0.04], [-0.07, -0.41, 0.09], [0.06, -0.01, 0.06], [0.00, 0.12, -0.01], [0.14, 0.10, 0.12], [0.12, -0.04, 0.17], [0.01, -0.18, 0.11], [-0.03, -0.11, -0.02]]}

---

{"formula": "C20H18F2N5RhS", "method": "the ωB97M-V functional and the def2-TZVPD basis", "orbital_gap_ev": [6.538, 6.537], "charge": 2, "lumo_ha": [-0.2892, -0.2892], "homo_ev": [-14.407, -14.407], "species": ["Rh", "F", "C", "C", "C", "C", "C", "F", "C", "C", "C", "C", "C", "C", "N", "H", "H", "H", "H", "H", "H", "C", "N", "C", "C", "N", "C", "S", "C", "C", "C", "C", "C", "N", "H", "H", "H", "H", "H", "H", "H", "H", "H", "N", "H", "H", "H"], "positions_angstrom": [[-0.543, 0.638, 0.117], [-0.234, 2.213, 5.233], [-0.669, 1.309, 4.364], [-0.644, 1.619, 3.007], [-1.106, 0.675, 2.117], [-1.620, -0.550, 2.539], [-1.579, -0.825, 3.905], [-1.981, -2.014, 4.358], [-1.113, 0.089, 4.830], [-2.140, -1.420, 1.499], [-2.968, -2.518, 1.694], [-3.393, -3.253, 0.601], [-3.017, -2.866, -0.676], [-2.228, -1.745, -0.819], [-1.799, -1.048, 0.240], [-0.277, 2.593, 2.702], [-1.112, -0.145, 5.886], [-3.276, -2.794, 2.689], [-4.017, -4.125, 0.748], [-3.329, -3.416, -1.552], [-1.942, -1.387, -1.795], [0.267, 0.736, -5.231], [1.277, 0.601, -4.186], [2.640, 0.482, -4.388], [3.219, 0.392, -3.186], [2.198, 0.460, -2.226], [1.007, 0.584, -2.874], [-0.576, 0.672, -2.273], [2.456, 0.405, -0.832], [3.736, 0.716, -0.398], [4.075, 0.531, 0.929], [3.129, 0.017, 1.800], [1.866, -0.222, 1.316], [1.503, 0.000, 0.025], [0.765, 0.743, -6.196], [-0.284, 1.665, -5.103], [-0.431, -0.098, -5.191], [3.080, 0.459, -5.369], [4.255, 0.261, -2.941], [4.463, 1.109, -1.090], [5.071, 0.774, 1.274], [3.366, -0.181, 2.835], [1.095, -0.618, 1.959], [-2.104, 2.176, -0.058], [-1.692, 3.061, -0.344], [-2.597, 2.324, 0.818], [-2.796, 1.921, -0.759]], "atomic_forces_ev_per_a": [[-2.46, 0.73, -0.58], [0.01, -0.03, 0.00], [-0.16, 0.07, -0.07], [-0.11, 0.22, 0.01], [1.63, -0.28, -0.64], [-0.11, -0.06, 0.33], [-0.15, 0.09, 0.05], [-0.06, 0.03, -0.03], [0.00, -0.05, 0.12], [-0.01, -0.19, -0.01], [0.00, -0.12, -0.14], [0.00, -0.03, 0.03], [0.00, 0.03, 0.10], [-0.09, -0.03, -0.20], [0.90, 0.90, 0.21], [0.15, -0.06, -0.01], [0.01, 0.00, -0.01], [0.06, 0.02, 0.04], [-0.02, 0.02, 0.00], [-0.01, 0.03, -0.01], [0.09, -0.04, 0.05], [-0.10, 0.01, -0.08], [0.03, 0.02, -0.04], [-0.05, -0.01, -0.05], [0.04, 0.02, 0.03], [0.01, 0.04, 0.17], [-0.01, -0.11, -0.21], [0.38, 0.48, -0.18], [-0.08, -0.08, -0.06], [0.05, 0.01, 0.01], [0.01, 0.03, -0.03], [0.05, -0.02, 0.06], [0.27, -0.16, -0.12], [-0.47, -0.36, 1.01], [0.04, -0.01, 0.02], [0.04, 0.02, 0.03], [0.04, -0.04, 0.03], [-0.05, 0.01, -0.01], [-0.02, -0.05, 0.05], [0.00, 0.00, 0.01], [0.00, 0.00, -0.03], [-0.06, -0.01, 0.01], [-0.02, 0.03, -0.01], [0.13, -1.13, 0.25], [0.07, -0.05, -0.05], [0.01, 0.01, 0.02], [-0.01, 0.08, -0.03]]}

---

Which relative energy (zero: lowest compared OMol25 entry of this formula, charge and spin) belongs to each record? In order, 1.409; 0.027; 0.434; 8.320; 1.119 eV.